This record from OMol25 describes C15H19N5O5 in the gas phase. The level of theory is ωB97M-V with the def2-TZVPD basis set.

Structure (ORCA input):
```
! RIJCOSX wB97M-V def2-TZVPD def2/J DEFGRID3
* xyz 0 1
C 4.7263 2.6368 1.0966
C 4.5262 2.5070 -0.4107
O 4.1638 1.2003 -0.8068
C 2.9062 0.7223 -0.5465
C 1.8527 1.5164 -0.1095
C 0.5836 1.0028 0.0801
C 0.3362 -0.3418 -0.1607
N -0.9682 -0.8203 0.0402
C -1.4274 -2.0854 -0.0441
O -0.7855 -3.0746 -0.3070
C -2.9294 -2.2178 0.2526
O -3.5640 -0.9546 0.4677
C -4.8702 -0.8845 0.2114
O -5.5508 -1.7854 -0.1829
C -5.3879 0.5225 0.5179
N -6.6840 0.7269 -0.0470
C -7.8394 0.0362 0.1054
N -8.7471 0.5915 -0.6516
N -8.1516 1.6071 -1.2639
N -6.9384 1.7039 -0.9277
C 1.3795 -1.1533 -0.5782
C 2.6613 -0.6492 -0.7729
O 3.5522 -1.5645 -1.2394
C 4.9349 -1.4692 -0.9419
C 5.2137 -1.5468 0.5549
H 5.0350 3.6501 1.3381
H 3.8071 2.4107 1.6322
H 5.4977 1.9460 1.4285
H 5.4744 2.6844 -0.9261
H 3.7985 3.2420 -0.7752
H 2.0065 2.5677 0.0722
H -0.2101 1.6561 0.4121
H -1.6432 -0.1124 0.2976
H -3.0482 -2.8405 1.1463
H -3.4103 -2.7384 -0.5823
H -5.4158 0.6465 1.6071
H -4.7168 1.2726 0.0925
H -7.9650 -0.8151 0.7373
H 1.2180 -2.2011 -0.7652
H 5.3668 -0.5582 -1.3654
H 5.3652 -2.3367 -1.4499
H 4.7968 -0.6818 1.0650
H 4.7646 -2.4451 0.9720
H 6.2862 -1.5732 0.7271
*
```

Properties
Orbital gap, eV: 8.285
Structure (SMILES): CCOc1ccc(NC(=O)COC(=O)Cn2cnnn2)cc1OCC
Energy relative to the best compared isomer or geometry (same formula, charge and spin), kcal per mole: 2.0
Highest occupied orbital energy, Eh: -0.2976
LUMO level, eV: 0.2

---

This record from OMol25 describes a molecular structure, C5H5N. The level of theory is ωB97M-V with the def2-TZVPD basis set.

Structure (ORCA input):
```
! RIJCOSX wB97M-V def2-TZVPD def2/J DEFGRID3
* xyz 0 1
C 0.6990 -0.7880 -0.8523
C 1.2744 0.0119 0.1203
C 0.4355 0.8456 0.8976
N -0.8846 0.7550 0.8994
C -1.4153 -0.3557 0.1585
C -0.6987 -1.0666 -0.8770
H 1.3353 -1.2584 -1.6050
H 2.3550 0.0867 0.2481
H 0.8771 1.6230 1.5223
H -2.4957 -0.4597 0.3032
H -1.4925 0.6430 -0.7858
*
```

Properties
Orbital gap, eV: 7.580
Energy relative to the best compared isomer or geometry (same formula, charge and spin), kcal per mole: 116.9
Highest occupied orbital energy, Eh: -0.2955
LUMO level, eV: -0.5

---

This record from OMol25 describes C3H7NOS in the gas phase. The level of theory is ωB97M-V with the def2-TZVPD basis set.

Structure (ORCA input):
```
! RIJCOSX wB97M-V def2-TZVPD def2/J DEFGRID3
* xyz 0 1
N 0.6732 0.6565 2.2928
C -0.0529 -0.2313 1.3989
O -0.8512 -1.0698 1.8315
C 0.0651 0.2827 -0.1461
C -0.5581 -0.7031 -1.2112
S -0.9277 0.4780 -2.7819
H 1.0495 0.3428 3.2647
H 1.1037 1.4597 1.8786
H 1.1446 0.2548 -0.3659
H -0.5308 1.2043 -0.1484
H 0.1877 -1.4391 -1.5399
H -1.4429 -1.2263 -0.9161
H 0.1399 -0.0091 -3.5571
*
```

Properties
Orbital gap, eV: 9.929
Structure (SMILES): NC(=O)CCS
Energy relative to the best compared isomer or geometry (same formula, charge and spin), kcal per mole: 30.0
Highest occupied orbital energy, Eh: -0.3389
LUMO level, eV: 0.7